# 1
DFT (ωB97M-V/def2-TZVPD) results for C4H9NO as an isolated structure.

Output
- Strongest force on any atom: 0.011 hartree/bohr
- Orbital gap: 7.59 eV
- ΔE to the lowest compared entry with this formula, charge and spin: 603.05 kJ/mol
- DFT total energy: -7826.0698 eV
- Lowest unoccupied orbital energy: 0.667 eV
- HOMO: -0.2545 Ha

The geometry in ORCA input format:
```
! wB97M-V def2-TZVPD RIJCOSX def2/J DEFGRID3
* xyz 0 1
C -1.6942 -0.5195 -0.2819
C -0.5019 1.2723 0.0005
O -0.4093 1.6326 1.1784
C 0.2406 0.1140 -0.4700
C 2.0823 0.1623 -0.0082
N 0.9135 -0.5458 0.6036
H -2.2341 -0.3111 0.6458
H -2.3049 -0.2434 -1.1465
H -1.4650 -1.5916 -0.3403
H -1.0446 1.8483 -0.7619
H 0.5785 -0.0605 1.4554
H 0.3173 -0.2489 -1.4819
H 2.5799 0.7824 0.7338
H 2.7312 -0.5577 -0.5041
H 0.8606 -1.5624 0.6820
*
```


# 2
DFT (ωB97M-V/def2-TZVPD) results for C21H60AlF3N10O10P3S2 as an isolated structure.

Output
- Strongest force on any atom: 0.129 hartree/bohr
- Orbital gap: 2.61 eV
- DFT total energy: -122404.7914 eV
- Lowest unoccupied orbital energy: -7.917 eV
- HOMO: -0.3869 Ha

The geometry in ORCA input format:
```
! wB97M-V def2-TZVPD RIJCOSX def2/J DEFGRID3
* xyz 1 1
Al 0.2107 -0.1960 -0.5848
N 0.5480 -2.9021 -0.2007
S 1.1131 -3.8720 0.9087
O 2.2574 -4.6710 0.6072
O 0.1955 -4.4167 1.8561
F 1.7747 -2.6672 1.7718
S -0.0167 -4.1225 -1.1922
O -0.9746 -4.9968 -0.6180
O 0.9420 -4.5731 -2.1372
F -0.9191 -3.1356 -2.0723
F -1.5302 1.9731 -0.4148
O -2.3633 -1.2091 0.1683
P -3.5721 -1.4420 0.9850
N -4.5214 -2.6805 0.4353
C -5.8769 -2.8498 0.9297
C -3.9624 -3.8436 -0.2355
N -4.5021 -0.0959 1.1378
C -3.9595 1.0226 1.8923
C -5.5535 0.2559 0.1953
N -3.1572 -1.8534 2.5576
C -1.8905 -2.5367 2.7606
C -4.1046 -1.9869 3.6547
H -5.9087 -3.6314 1.6994
H -6.5146 -3.2100 0.1187
H -6.3368 -1.9627 1.3563
H -3.5546 -4.5616 0.4825
H -3.0859 -3.5216 -0.7979
H -4.6516 -4.2769 -0.9565
H -4.7224 1.7675 2.1246
H -3.4499 0.7551 2.8183
H -3.2284 1.5819 1.2950
H -6.5129 0.4949 0.6739
H -5.2801 1.1387 -0.3813
H -5.8449 -0.6349 -0.3586
H -1.9402 -3.5698 2.4045
H -1.1239 -2.0341 2.1676
H -1.4603 -2.5424 3.7629
H -4.5740 -2.9750 3.6227
H -4.8988 -1.2426 3.5801
H -3.5942 -1.8158 4.6007
O 0.7632 0.1146 2.1966
P 1.0012 0.7880 3.4956
N 2.6174 0.9330 3.8855
C 3.6908 0.6373 2.9448
C 3.0824 1.2979 5.2008
N 0.4115 -0.0412 4.8149
C 0.9999 -1.3618 5.0081
C -0.7854 0.3687 5.5316
N 0.4519 2.3577 3.5168
C 0.9441 3.3378 4.4833
C -0.8323 2.6951 2.9036
H 4.2627 -0.2347 3.2741
H 4.3508 1.5050 2.8829
H 3.2416 0.4099 1.9803
H 2.2883 1.3104 5.9469
H 3.5380 2.2892 5.2968
H 3.8272 0.5719 5.5443
H 2.0834 -1.4199 4.9265
H 0.7016 -1.7796 5.9696
H 0.5864 -2.0220 4.2362
H -1.4614 0.9027 4.8648
H -1.3390 -0.4862 5.9216
H -0.5358 1.0145 6.3780
H 0.4152 4.2922 4.4341
H 0.8129 2.9667 5.4986
H 1.9354 3.6715 4.1739
H -1.1136 1.9449 2.1622
H -0.8378 3.7230 2.5563
H -1.6760 2.5465 3.5984
O 0.7175 1.3824 -2.8274
P 1.3439 2.3182 -3.7891
N 0.5507 3.7908 -3.6735
C -0.7835 3.7940 -3.0738
C 1.1094 5.0972 -4.0219
N 1.1887 1.8935 -5.3741
C 0.4309 0.7056 -5.7320
C 1.5145 2.8043 -6.4688
N 2.9585 2.6397 -3.5575
C 3.8985 1.5938 -3.9163
C 3.3518 3.3717 -2.3587
H -0.7464 3.9765 -1.9972
H -1.2032 2.7972 -3.2001
H -1.4401 4.5276 -3.5401
H 1.1087 5.2218 -5.1102
H 2.1273 5.2218 -3.6661
H 0.4336 5.8881 -3.7031
H 0.7395 0.1934 -6.6428
H 0.5821 -0.0588 -4.9660
H -0.6489 0.8831 -5.7260
H 2.1444 3.6098 -6.0950
H 2.1300 2.3181 -7.2257
H 0.5719 3.1965 -6.8532
H 4.9398 1.8911 -3.7808
H 3.8261 0.7622 -3.1984
H 3.7309 1.2113 -4.9197
H 3.3804 2.7512 -1.4541
H 2.7071 4.2164 -2.1347
H 4.3706 3.7336 -2.5062
C 2.9623 -2.8391 -5.6069
O 2.4679 -1.8881 -4.6932
C 2.6719 -1.9147 -3.3873
O 1.9810 -1.2524 -2.6466
O 3.5663 -2.8328 -3.0663
C 3.7367 -3.1754 -1.6718
H 4.0270 -2.7148 -5.8254
H 2.4785 -2.8155 -6.5792
H 2.8953 -3.8564 -5.2190
H 3.1709 -2.4896 -1.0461
H 4.7895 -3.0697 -1.4279
H 3.3383 -4.1767 -1.5630
*
```


# 3
DFT (ωB97M-V/def2-TZVPD) results for an isolated molecule of H5N2OP.

Output
- Strongest force on any atom: 0.065 hartree/bohr
- Orbital gap: 11.38 eV
- ΔE to the lowest compared entry with this formula, charge and spin: 0.00 kJ/mol
- DFT total energy: -14399.1883 eV
- SMILES string: N[PH](N)=O
- Lowest unoccupied orbital energy: 0.961 eV
- HOMO: -0.3827 Ha

The geometry in ORCA input format:
```
! wB97M-V def2-TZVPD RIJCOSX def2/J DEFGRID3
* xyz 0 1
N -0.1301 1.3948 -0.0679
N -0.6249 -1.1561 -0.3002
O 1.8812 -0.3605 -0.2513
P 0.5401 -0.0932 0.2606
H 0.5493 2.2119 -0.3812
H -0.9450 1.3767 -0.6582
H -1.4997 -1.1861 0.2040
H -0.2397 -2.0767 -0.4560
H 0.4689 -0.1107 1.6503
*
```


# 4
DFT (ωB97M-V/def2-TZVPD) results for C30H26IN6OPPtS as an isolated structure.

Output
- Strongest force on any atom: 0.006 hartree/bohr
- Orbital gap: 5.89 eV
- DFT total energy: -73978.3526 eV
- Lowest unoccupied orbital energy: -7.670 eV
- HOMO: -0.4983 Ha

The geometry in ORCA input format:
```
! wB97M-V def2-TZVPD RIJCOSX def2/J DEFGRID3
* xyz 2 1
Pt -0.5986 -0.2263 0.1640
N -2.0569 4.0109 0.5844
C -1.4059 2.9148 0.2556
S -2.1944 1.4441 0.0374
N -0.0328 3.1799 0.0270
N 0.5757 2.2102 -0.4685
C 1.8607 2.5570 -0.8726
C 2.5211 1.8442 -1.8115
C 3.7341 2.3899 -2.3879
C 4.2338 1.8761 -3.5208
C 3.5906 0.7526 -4.1898
C 2.5168 0.1406 -3.6706
C 1.9854 0.5595 -2.3780
O 1.2045 -0.1414 -1.7471
H -3.0513 4.0004 0.7534
H -1.5662 4.8952 0.5790
H 2.2363 3.5175 -0.5312
H 4.1827 3.2547 -1.9165
H 5.1164 2.3090 -3.9712
H 4.0145 0.4023 -5.1221
H 2.0563 -0.7223 -4.1314
N -1.3349 -3.0881 0.5980
P -2.1544 -1.6213 0.7655
C -3.6318 -1.7325 -0.2246
C -4.7992 -2.2784 0.3165
C -5.9089 -2.4558 -0.4942
C -5.8583 -2.0879 -1.8320
C -4.6976 -1.5468 -2.3718
C -3.5816 -1.3720 -1.5725
C -2.6255 -1.4453 2.4859
C -3.6340 -0.5457 2.8410
C -3.9392 -0.3474 4.1766
C -3.2388 -1.0365 5.1605
C -2.2273 -1.9192 4.8114
C -1.9149 -2.1222 3.4756
C 0.0430 -3.0902 0.5348
C 0.7951 -4.2587 0.6584
C 2.1659 -4.1640 0.6166
C 2.7696 -2.9125 0.4710
C 1.9665 -1.8113 0.3492
N 0.6195 -1.8918 0.3614
H -1.8112 -3.9729 0.6995
H -4.8454 -2.5630 1.3597
H -6.8134 -2.8802 -0.0806
H -6.7291 -2.2238 -2.4593
H -4.6652 -1.2640 -3.4150
H -2.6713 -0.9578 -1.9901
H -4.1877 -0.0128 2.0779
H -4.7316 0.3355 4.4522
H -3.4897 -0.8896 6.2027
H -1.6814 -2.4567 5.5761
H -1.1211 -2.8126 3.2143
H 0.2987 -5.2100 0.7876
H 2.7705 -5.0559 0.7113
H 3.8436 -2.8020 0.4601
H 2.3736 -0.8171 0.2500
I 1.8831 -2.1371 5.7038
C 1.0900 -0.5095 4.6873
C 0.4579 0.5262 5.3550
C -0.1012 1.5466 4.6020
C -0.0105 1.4826 3.2227
N 0.6102 0.4977 2.5729
C 1.1528 -0.4761 3.3023
H 0.3963 0.5356 6.4351
H -0.6046 2.3752 5.0804
H -0.4558 2.2566 2.6118
H 1.6524 -1.2740 2.7658
*
```